# 1
Computed, not measured: a 2-piece molecular cluster, CH7NS2 overall, with wB97M-V/def2-TZVPD.

Its gap between HOMO and LUMO is 9.72 eV. Its HOMO energy is -9.35 eV. The LUMO energy is 0.014 Eh. The calculation puts the energy above the lowest of the compared OMol25 structures with the same formula, charge and spin at 0.1966 eV. As for the SMILES: CSS.N. The calculation puts the calculated total energy at -893.4135 hartree. The largest force on an atom comes out at 0.01759 Eh/bohr.

Each line ends with the natural charge from an NBO analysis.
Element x y z (Å)
N 0.74367 2.18891 1.73134  -1.06
H 1.10091 2.35548 0.79761  0.36
H 1.50479 1.79107 2.27237  0.35
H 0.12561 1.39658 1.71691  0.35
C -1.41506 -1.38725 -1.14928  -0.73
S -0.34994 0.10852 -1.34465  0.07
S 1.50440 -0.79584 -0.96383  -0.14
H -0.91914 -2.06012 -1.84319  0.22
H -2.45125 -1.20400 -1.41563  0.23
H -1.39481 -1.83314 -0.15874  0.22
H 1.55081 -0.56021 0.35708  0.12

# 2
Computed, not measured: a 2-piece molecular cluster, CH7NS2 overall in a non-equilibrium geometry, with wB97M-V/def2-TZVPD.

Its gap between HOMO and LUMO is 9.33 eV. Its HOMO energy is -8.75 eV. The LUMO energy is 0.021 Eh. The calculation puts the energy above the lowest of the compared OMol25 structures with the same formula, charge and spin at 2.0139 eV. As for the SMILES: CN.SS. The calculation puts the calculated total energy at -893.3467 hartree. The largest force on an atom comes out at 0.08611 Eh/bohr.

Each line ends with the natural charge from an NBO analysis.
Element x y z (Å)
S 1.14860 3.46752 -5.22009  -0.16
S 2.67686 3.21982 -6.37925  -0.11
H 0.21417 2.42785 -5.50012  0.13
H 3.44046 2.93254 -5.16997  0.15
C -1.17924 -1.25769 2.88111  -0.42
N -0.61859 -2.47291 3.51929  -0.90
H -2.01908 -0.82410 3.58189  0.16
H -0.56110 -0.35975 2.56566  0.20
H -1.68562 -1.53203 1.95246  0.19
H -1.36155 -3.18003 3.29505  0.38
H -0.05490 -2.42122 4.47398  0.40

# 3
Computed, not measured: a 2-piece molecular cluster, CH7NS2 overall in a non-equilibrium geometry, with wB97M-V/def2-TZVPD.

Its gap between HOMO and LUMO is 8.90 eV. Its HOMO energy is -8.63 eV. The LUMO energy is 0.010 Eh. The calculation puts the energy above the lowest of the compared OMol25 structures with the same formula, charge and spin at 0.8291 eV. As for the SMILES: CN.SS. The calculation puts the calculated total energy at -893.3902 hartree. The largest force on an atom comes out at 0.02960 Eh/bohr.

Each line ends with the natural charge from an NBO analysis.
Element x y z (Å)
S 2.43078 -0.48884 -0.83753  -0.14
S 2.95803 0.14193 -2.75562  -0.12
H 3.24704 -1.55254 -0.73815  0.13
H 1.80371 -0.25616 -3.30077  0.13
C -0.96938 0.13747 1.27096  -0.40
N -2.30400 0.57324 0.99999  -0.88
H -0.15328 0.64367 0.71522  0.16
H -0.80944 -0.87558 0.90516  0.20
H -0.71182 0.22524 2.33021  0.18
H -2.68883 1.49629 1.01948  0.38
H -2.80282 -0.04471 0.39105  0.36

# 4
Computed, not measured: a 2-piece molecular cluster, CH7NSi overall in a non-equilibrium geometry, with wB97M-V/def2-TZVPD.

Its gap between HOMO and LUMO (spin up / spin down) is 8.56 / 7.33 eV. Its HOMO energy (spin up / spin down) is -8.38 / -6.92 eV. The LUMO energy (spin up / spin down) is 0.006 / 0.015 Eh. The calculation puts the energy above the lowest of the compared OMol25 structures with the same formula, charge and spin at 3.5550 eV. The calculation puts the calculated total energy at -386.4136 hartree. The largest force on an atom comes out at 0.06613 Eh/bohr.

Each line ends with the natural charge from an NBO analysis.
Element x y z (Å)
C -1.94857 0.64850 -0.54811  -0.60
N 1.66841 -0.70630 1.25278  -1.29
Si 1.13815 -0.51674 -0.33293  0.99
H -1.83437 1.08170 0.39039  0.16
H -2.11062 1.39353 -1.41683  0.19
H -2.10849 -0.37779 -0.57716  0.17
H 1.07191 -0.80362 2.03606  0.40
H 2.60970 -0.63764 1.51869  0.40
H 0.34740 -1.61295 -0.96756  -0.20
H 2.35190 -0.17665 -1.04860  -0.21